{
  "formula": "C6H10",
  "method": "wB97M-V/def2-TZVPD",
  "species": ["C", "C", "C", "C", "C", "C", "H", "H", "H", "H", "H", "H", "H", "H", "H", "H"],
  "coordinates": [[1.337, -0.027, -0.338], [0.677, -0.912, 0.744], [-0.722, -0.249, 0.811], [-0.547, 1.258, 0.409], [0.057, 0.635, -0.873], [-1.021, -0.475, -0.678], [2.041, 0.719, 0.054], [1.859, -0.638, -1.079], [1.238, -1.062, 1.676], [0.457, -1.864, 0.209], [-1.374, -0.611, 1.617], [0.068, 1.864, 1.075], [-1.459, 1.822, 0.144], [0.132, 1.180, -1.820], [-2.030, -0.145, -0.947], [-0.715, -1.495, -1.005]],
  "e_tot_ev": -6382.7297,
  "e_homo_ev": -10.57,
  "fmax_ev_per_a": 1.4,
  "charge": 0,
  "relative_energy_kj_mol": 109.0,
  "homo_lumo_gap_ev": 11.73,
  "smiles": "C1C[C@H]2C[C@@H]1C2"
}



{
  "formula": "C6H10",
  "method": "wB97M-V/def2-TZVPD",
  "species": ["C", "C", "C", "C", "C", "C", "H", "H", "H", "H", "H", "H", "H", "H", "H", "H"],
  "coordinates": [[2.261, 0.031, 0.244], [0.809, -0.343, 0.518], [-1.350, -1.535, -1.123], [-2.071, -0.444, -0.567], [-1.572, 0.571, 0.185], [-0.136, 0.859, 0.514], [2.650, 0.761, 0.964], [2.359, 0.467, -0.758], [2.903, -0.854, 0.281], [0.712, -0.874, 1.473], [-1.650, -1.624, -2.184], [0.474, -1.068, -0.237], [-3.131, -0.355, -0.835], [-2.274, 1.361, 0.456], [0.217, 1.615, -0.207], [-0.105, 1.369, 1.488]],
  "e_tot_ev": -6379.7000,
  "e_homo_ev": [-8.03, -8.35],
  "fmax_ev_per_a": 0.8,
  "charge": 0,
  "relative_energy_kj_mol": 401.3,
  "homo_lumo_gap_ev": [7.64, 7.74]
}



{
  "formula": "C6H10",
  "method": "wB97M-V/def2-TZVPD",
  "species": ["C", "C", "C", "C", "C", "C", "H", "H", "H", "H", "H", "H", "H", "H", "H", "H"],
  "coordinates": [[1.804, -0.375, 0.512], [0.734, 0.167, -0.448], [-0.011, 1.348, 0.131], [-1.293, 1.086, 0.364], [-1.642, -0.346, 0.043], [-0.410, -0.837, -0.755], [2.343, 0.446, 1.005], [2.547, -0.986, -0.023], [1.346, -0.992, 1.299], [1.238, 0.468, -1.376], [0.490, 2.289, 0.346], [-2.013, 1.791, 0.768], [-1.783, -0.915, 0.974], [-2.575, -0.448, -0.521], [-0.637, -0.830, -1.827], [-0.137, -1.865, -0.491]],
  "e_tot_ev": -6383.6991,
  "e_homo_ev": -9.09,
  "fmax_ev_per_a": 0.3,
  "charge": 0,
  "relative_energy_kj_mol": 15.5,
  "homo_lumo_gap_ev": 10.26,
  "smiles": "C[C@@H]1C=CCC1"
}



{
  "formula": "C6H10",
  "method": "wB97M-V/def2-TZVPD",
  "species": ["C", "C", "C", "C", "C", "C", "H", "H", "H", "H", "H", "H", "H", "H", "H", "H"],
  "coordinates": [[1.052, 2.325, 1.274], [1.237, 1.382, 0.356], [1.127, -0.107, 0.628], [-0.110, -0.876, 0.241], [-0.545, -0.946, -1.006], [-1.933, -1.486, -1.306], [0.594, 3.300, 1.176], [1.421, 2.066, 2.272], [1.433, 1.734, -0.651], [2.097, -0.609, 0.351], [1.083, -0.177, 1.737], [-0.679, -1.317, 1.047], [0.063, -0.397, -1.724], [-2.620, -0.752, -1.769], [-1.848, -2.145, -2.175], [-2.374, -1.995, -0.452]],
  "e_tot_ev": -6381.7115,
  "e_homo_ev": -9.01,
  "fmax_ev_per_a": 3.1,
  "charge": 0,
  "relative_energy_kj_mol": 207.3,
  "homo_lumo_gap_ev": 10.21,
  "smiles": "C=CC/C=C/C"
}



{
  "formula": "C6H10",
  "method": "wB97M-V/def2-TZVPD",
  "species": ["C", "C", "C", "C", "C", "C", "H", "H", "H", "H", "H", "H", "H", "H", "H", "H"],
  "coordinates": [[-1.468, 0.959, 0.826], [-0.245, 1.315, 1.563], [-0.369, -0.035, 0.696], [0.338, -0.116, -0.623], [1.419, -1.128, -0.868], [0.114, -1.250, -1.600], [-1.587, 1.566, -0.070], [-2.390, 0.761, 1.356], [0.473, 2.041, 1.224], [-0.310, 1.193, 2.653], [0.138, -0.379, 1.583], [0.475, 0.857, -1.100], [2.300, -0.813, -1.419], [1.609, -1.847, -0.075], [0.099, -1.007, -2.661], [-0.557, -2.054, -1.312]],
  "e_tot_ev": -6381.0447,
  "e_homo_ev": -8.66,
  "fmax_ev_per_a": 2.6,
  "charge": 0,
  "relative_energy_kj_mol": 271.6,
  "homo_lumo_gap_ev": 10.00,
  "smiles": "C1CC1C1CC1"
}



{
  "formula": "C6H10",
  "method": "wB97M-V/def2-TZVPD",
  "species": ["C", "C", "C", "C", "C", "C", "H", "H", "H", "H", "H", "H", "H", "H", "H", "H"],
  "coordinates": [[1.214, 0.231, 0.423], [0.293, 1.319, -0.279], [-0.990, 0.544, -0.507], [-1.397, -0.209, 0.716], [-0.623, -0.938, -0.435], [0.885, -1.101, -0.270], [2.276, 0.444, 0.440], [1.072, 0.170, 1.517], [0.052, 2.192, 0.282], [0.750, 1.755, -1.206], [-1.766, 0.786, -1.216], [-2.534, -0.337, 0.833], [-0.760, -0.065, 1.556], [-1.187, -1.608, -1.009], [1.162, -1.975, 0.379], [1.553, -1.208, -1.224]],
  "e_tot_ev": -6382.7276,
  "e_homo_ev": -9.50,
  "fmax_ev_per_a": 2.2,
  "charge": 0,
  "relative_energy_kj_mol": 109.2,
  "homo_lumo_gap_ev": 10.73,
  "smiles": "C1C[C@@H]2C[C@@H]2C1"
}



{
  "formula": "C6H10",
  "method": "wB97M-V/def2-TZVPD",
  "species": ["C", "C", "C", "C", "C", "C", "H", "H", "H", "H", "H", "H", "H", "H", "H", "H"],
  "coordinates": [[2.190, 0.017, -0.093], [0.700, -0.035, -0.075], [-0.127, 1.004, -0.448], [-1.402, 0.508, -0.400], [-1.488, -0.977, -0.190], [-0.052, -1.296, 0.291], [2.614, -0.784, -0.711], [2.528, 0.990, -0.457], [2.586, -0.124, 0.923], [-2.298, 1.134, -0.359], [-2.259, -1.193, 0.560], [-1.762, -1.540, -1.091], [0.412, -2.138, -0.239], [-0.032, -1.549, 1.359], [-0.566, 2.778, 0.259], [-1.044, 3.206, 0.671]],
  "e_tot_ev": -6379.4081,
  "e_homo_ev": [-7.59, -7.59],
  "fmax_ev_per_a": 0.4,
  "charge": 0,
  "relative_energy_kj_mol": 429.5,
  "homo_lumo_gap_ev": [7.07, 7.07],
  "smiles": "CC1=C=CCC1.[H][H]"
}



{
  "formula": "C6H10",
  "method": "wB97M-V/def2-TZVPD",
  "species": ["C", "C", "C", "C", "C", "C", "H", "H", "H", "H", "H", "H", "H", "H", "H", "H"],
  "coordinates": [[1.345, -2.756, 1.773], [1.122, -1.502, 1.067], [0.878, -0.427, 0.530], [0.523, 0.837, 0.010], [-0.961, 0.890, -0.333], [-1.255, 2.226, -0.996], [0.521, -3.418, 1.688], [1.409, -2.555, 2.826], [2.267, -3.247, 1.424], [0.695, 1.594, 0.769], [1.202, 1.138, -0.789], [-1.211, 0.028, -0.999], [-1.562, 0.790, 0.578], [-0.966, 3.041, -0.327], [-2.338, 2.265, -1.157], [-0.715, 2.332, -1.925]],
  "e_tot_ev": -6382.4094,
  "e_homo_ev": -9.11,
  "fmax_ev_per_a": 4.6,
  "charge": 0,
  "relative_energy_kj_mol": 139.9,
  "homo_lumo_gap_ev": 10.21,
  "smiles": "CC#CCCC"
}



{
  "formula": "C6H10",
  "method": "wB97M-V/def2-TZVPD",
  "species": ["C", "C", "C", "C", "C", "C", "H", "H", "H", "H", "H", "H", "H", "H", "H", "H"],
  "coordinates": [[-0.977, -0.217, -1.759], [-0.138, 0.874, -2.009], [0.247, -0.599, 2.925], [0.593, -0.393, 1.658], [-0.270, -0.006, 0.605], [0.179, 0.110, -0.662], [-0.842, -1.241, -2.088], [1.960, 1.403, -3.513], [-1.948, 0.067, -1.356], [2.436, 1.119, -4.026], [1.139, -0.388, -0.814], [1.004, -0.838, 3.652], [-0.766, -0.503, 3.274], [1.621, -0.583, 1.405], [-1.318, 0.146, 0.831], [-0.217, 1.947, -1.873]],
  "e_tot_ev": -6371.0729,
  "e_homo_ev": [-14.39, -14.84],
  "s_squared": 0.755,
  "multiplicity": 2,
  "fmax_ev_per_a": 2.2,
  "charge": 1,
  "relative_energy_kj_mol": 349.9,
  "homo_lumo_gap_ev": [8.43, 8.77]
}



{
  "formula": "C6H10BNOPS",
  "method": "wB97M-V/def2-TZVPD",
  "species": ["C", "B", "O", "C", "C", "C", "C", "N", "C", "P", "S", "H", "H", "H", "H", "H", "H", "H", "H", "H", "H"],
  "coordinates": [[2.722, -0.606, 0.494], [1.622, -0.200, -0.533], [1.895, -0.254, -1.872], [0.168, 0.351, -0.100], [0.061, 1.727, 0.117], [-1.147, 2.303, 0.465], [-2.251, 1.498, 0.602], [-2.147, 0.182, 0.409], [-0.982, -0.406, 0.057], [-1.023, -2.230, -0.222], [-0.571, -2.643, -2.050], [2.658, -1.644, 0.818], [3.680, -0.505, -0.010], [2.762, 0.044, 1.365], [1.611, 0.565, -2.296], [0.943, 2.335, -0.011], [-1.231, 3.366, 0.609], [-3.213, 1.911, 0.852], [-2.974, -0.395, 0.498], [-2.365, -2.566, 0.046], [-0.219, -2.831, 0.762]],
  "e_tot_ev": -30716.5702,
  "e_homo_ev": -12.49,
  "fmax_ev_per_a": 1.9,
  "charge": 1,
  "homo_lumo_gap_ev": 7.54,
  "smiles": "CB(O)c1ccc[nH+]c1[PH2]=S"
}



{
  "formula": "C6H10Br2O3",
  "method": "wB97M-V/def2-TZVPD",
  "species": ["C", "C", "C", "O", "C", "O", "O", "H", "H", "H", "H", "H", "H", "Br", "C", "C", "Br", "H", "H", "H", "H"],
  "coordinates": [[0.541, 0.030, -1.313], [0.498, -1.550, -1.544], [0.903, -1.942, -2.977], [1.696, -3.110, -2.855], [2.182, -3.205, -1.594], [3.006, -3.991, -1.278], [1.469, -2.332, -0.795], [-0.510, 0.317, -1.332], [1.128, 0.677, -1.964], [0.715, 0.136, -0.242], [-0.451, -1.971, -1.212], [1.509, -1.137, -3.393], [0.053, -2.104, -3.641], [-0.606, 0.619, 2.232], [-1.527, 1.896, 3.469], [-1.609, 3.157, 2.632], [-2.510, 4.723, 3.637], [-1.042, 1.793, 4.439], [-2.512, 1.545, 3.777], [-2.262, 2.981, 1.777], [-0.669, 3.469, 2.177]],
  "e_tot_ev": -152611.0956,
  "e_homo_ev": -10.62,
  "fmax_ev_per_a": 2.8,
  "charge": 0,
  "relative_energy_kj_mol": 70.6,
  "homo_lumo_gap_ev": 10.81,
  "smiles": "C[C@H]1COC(=O)O1.BrCCBr"
}



{
  "formula": "C6H10BrN3O2",
  "method": "wB97M-V/def2-TZVPD",
  "species": ["C", "C", "N", "C", "C", "Br", "N", "C", "C", "O", "N", "O", "H", "H", "H", "H", "H", "H", "H", "H", "H", "H"],
  "coordinates": [[1.474, -0.494, -1.743], [0.128, -0.353, -1.003], [0.265, 0.601, 0.140], [0.713, 1.900, -0.346], [0.786, 0.134, 1.283], [2.179, 1.005, 2.130], [0.233, -0.964, 1.827], [-1.060, -1.289, 1.600], [-1.955, -0.639, 0.796], [-3.323, -0.963, 0.577], [-2.740, 0.232, 0.241], [-3.086, 1.154, -0.356], [1.857, 0.391, -2.151], [2.127, -0.931, -1.100], [1.273, -1.195, -2.501], [0.095, -1.297, -0.566], [-0.667, -0.267, -1.805], [1.669, 1.690, -0.953], [-0.100, 2.300, -1.121], [0.742, 2.648, 0.392], [0.874, -1.524, 2.497], [-1.484, -2.138, 2.163]],
  "e_tot_ev": -84965.2399,
  "e_homo_ev": -18.59,
  "fmax_ev_per_a": 4.6,
  "charge": 2,
  "relative_energy_kj_mol": 254.6,
  "homo_lumo_gap_ev": 7.39,
  "smiles": "CC/[N+](C)=C(/Br)N/C=C1/O[N+]1=O"
}